{"formula": "C96H202In2N10O16", "method": "the ωB97M-V functional and the def2-TZVPD basis", "elements": ["In", "In", "O", "O", "O", "O", "O", "O", "O", "O", "O", "O", "O", "O", "O", "O", "O", "O", "N", "N", "N", "N", "N", "N", "N", "N", "N", "N", "C", "C", "C", "C", "C", "C", "C", "C", "C", "C", "C", "C", "C", "C", "C", "C", "C", "C", "C", "C", "C", "C", "C", "C", "C", "C", "C", "C", "C", "C", "C", "C", "C", "C", "C", "C", "C", "C", "C", "C", "C", "C", "C", "C", "C", "C", "C", "C", "C", "C", "C", "C", "C", "C", "C", "C", "C", "C", "C", "C", "C", "C", "C", "C", "C", "C", "C", "C", "C", "C", "C", "C", "C", "C", "C", "C", "C", "C", "C", "C", "C", "C", "C", "C", "C", "C", "C", "C", "C", "C", "C", "C", "C", "C", "C", "C", "H", "H", "H", "H", "H", "H", "H", "H", "H", "H", "H", "H", "H", "H", "H", "H", "H", "H", "H", "H", "H", "H", "H", "H", "H", "H", "H", "H", "H", "H", "H", "H", "H", "H", "H", "H", "H", "H", "H", "H", "H", "H", "H", "H", "H", "H", "H", "H", "H", "H", "H", "H", "H", "H", "H", "H", "H", "H", "H", "H", "H", "H", "H", "H", "H", "H", "H", "H", "H", "H", "H", "H", "H", "H", "H", "H", "H", "H", "H", "H", "H", "H", "H", "H", "H", "H", "H", "H", "H", "H", "H", "H", "H", "H", "H", "H", "H", "H", "H", "H", "H", "H", "H", "H", "H", "H", "H", "H", "H", "H", "H", "H", "H", "H", "H", "H", "H", "H", "H", "H", "H", "H", "H", "H", "H", "H", "H", "H", "H", "H", "H", "H", "H", "H", "H", "H", "H", "H", "H", "H", "H", "H", "H", "H", "H", "H", "H", "H", "H", "H", "H", "H", "H", "H", "H", "H", "H", "H", "H", "H", "H", "H", "H", "H", "H", "H", "H", "H", "H", "H", "H", "H", "H", "H", "H", "H", "H", "H", "H", "H", "H", "H", "H", "H", "H", "H", "H", "H", "H", "H", "H", "H", "H", "H", "H", "H", "H", "H", "H", "H", "H", "H"], "positions_angstrom": [[19.266, -10.723, -0.288], [16.377, -7.052, 0.014], [21.183, -9.265, 1.582], [14.344, -5.038, -1.159], [7.993, -7.433, 5.245], [17.729, -12.443, -2.275], [16.414, -9.970, -1.039], [16.728, -7.036, 10.850], [16.300, -3.689, 1.335], [19.221, -16.321, 8.145], [15.324, -7.664, 2.735], [19.397, -12.431, 2.693], [18.081, -4.695, -1.479], [11.414, -15.486, 6.748], [22.570, -8.836, 11.125], [12.608, -12.663, -1.225], [18.962, -7.913, -1.307], [18.158, -8.986, 1.900], [16.562, -3.693, 2.678], [9.324, -7.768, 5.175], [23.248, -9.495, 10.180], [17.375, -7.271, 9.647], [11.683, -12.949, -0.375], [22.393, -8.731, 1.879], [18.851, -13.346, 1.711], [20.129, -15.672, 7.406], [11.518, -14.248, 7.046], [13.634, -6.194, -1.704], [25.387, -9.091, 11.301], [17.646, -8.982, 3.237], [10.576, -13.868, 8.202], [11.549, -15.207, -0.882], [20.511, -13.691, 9.062], [12.359, -6.719, 0.425], [15.731, -10.813, -1.882], [22.410, -15.851, 6.468], [22.687, -14.356, 6.822], [12.898, -13.653, 6.848], [16.791, -14.663, 0.964], [21.063, -17.937, 6.761], [11.418, -5.072, -1.267], [12.929, -12.135, 7.153], [22.728, -7.462, 1.122], [17.354, -14.623, 3.355], [11.077, -14.617, 9.464], [11.802, -7.115, 5.137], [15.883, -2.884, 5.023], [24.176, -8.367, 3.630], [25.390, -9.937, 8.178], [17.449, -13.820, 2.062], [15.285, -6.577, -3.475], [19.809, -14.578, 1.564], [18.092, -7.334, 6.803], [17.358, -2.686, 5.302], [19.409, -6.856, -2.242], [18.884, -5.334, 9.913], [10.157, -13.605, -2.277], [22.705, -7.766, -0.324], [17.862, -5.997, 9.048], [15.500, -3.053, 3.499], [18.070, -3.794, 4.620], [13.027, -7.534, -3.743], [12.689, -11.241, 1.267], [23.681, -7.566, 8.782], [16.626, -5.061, 8.975], [16.831, -8.405, 8.738], [9.068, -14.179, 7.941], [23.078, -8.904, 8.786], [17.758, -8.647, 7.533], [13.463, -5.065, -3.966], [9.660, -13.968, 1.472], [14.228, -3.840, 3.469], [10.336, -6.718, 5.352], [11.317, -11.929, 0.646], [23.917, -9.619, 7.715], [16.102, -8.671, 3.452], [22.735, -8.930, 3.347], [25.304, -10.830, 9.389], [11.690, -7.904, -3.075], [10.706, -13.966, -0.899], [11.026, -9.468, 4.790], [18.305, -5.326, 2.715], [8.529, -10.070, 4.385], [21.984, -16.739, 8.849], [21.478, -8.979, 8.382], [14.007, -14.385, 7.694], [18.694, -6.349, 7.734], [18.496, -15.812, 3.403], [12.085, -8.501, 5.392], [16.960, -9.764, 9.610], [10.266, -6.522, 6.880], [15.353, -8.268, 8.229], [18.895, -13.688, 7.127], [21.610, -8.311, 4.265], [10.326, -11.002, -0.075], [16.607, -12.519, 2.337], [24.160, -7.019, 1.454], [10.638, -12.718, 1.779], [16.486, -11.919, -2.762], [12.205, -11.796, 8.483], [9.389, -14.212, -0.030], [24.371, -6.931, 2.934], [18.993, -2.927, 2.354], [12.268, -6.437, -1.098], [21.330, -13.581, 6.707], [13.784, -6.297, -3.189], [9.604, -8.326, 2.819], [19.308, -5.255, -1.815], [24.340, -11.309, 11.584], [24.542, -10.146, 10.604], [9.618, -8.880, 4.256], [15.272, -1.573, 2.917], [13.146, -13.778, 5.389], [22.861, -10.454, 3.736], [17.980, -3.846, 3.023], [11.583, -7.720, -1.577], [10.738, -12.296, 8.436], [19.899, -15.302, 2.885], [19.572, -15.523, 0.380], [21.153, -13.930, 1.223], [20.179, -14.161, 7.630], [21.342, -16.492, 7.404], [10.087, -5.448, 4.462], [21.604, -6.327, 1.403], [17.560, -5.993, 3.148], [19.654, -6.029, 10.250], [20.200, -14.610, 3.671], [17.210, -6.933, 6.303], [15.048, -11.292, -1.181], [12.471, -11.589, 6.329], [12.386, -8.756, 6.408], [16.226, -1.204, 2.538], [18.939, -15.088, -0.394], [17.745, -10.030, 3.521], [12.445, -13.129, 4.865], [21.978, -5.421, 0.925], [9.407, -14.262, -2.719], [11.372, -6.645, 0.882], [22.978, -10.552, 4.815], [11.263, -12.814, 2.667], [8.639, -7.889, 2.560], [9.924, -11.997, 2.178], [24.179, -8.181, 4.704], [10.850, -15.489, 5.972], [11.373, -8.893, -3.405], [10.431, -7.648, 2.610], [23.472, -11.865, 11.229], [16.767, -11.974, 3.267], [15.541, -12.723, 2.236], [14.149, -13.388, 5.217], [18.002, -13.698, 7.753], [25.353, -9.266, 12.376], [20.605, -8.285, 3.843], [19.314, -4.401, 9.549], [17.193, -15.675, 0.926], [18.894, -3.091, 1.281], [11.638, -4.219, -0.625], [13.974, -4.135, -3.716], [26.443, -9.130, 11.035], [21.420, -14.117, 9.488], [21.021, -13.652, 5.664], [14.511, -4.791, 3.919], [12.556, -6.546, 5.680], [11.911, -15.351, 0.136], [24.575, -7.533, 9.403], [25.435, -6.698, 2.977], [12.494, -10.594, 2.122], [23.394, -10.561, 7.553], [14.629, -1.499, 2.041], [24.359, -5.994, 1.141], [16.478, -4.530, 9.915], [14.637, -8.297, 9.051], [12.987, -14.808, 5.070], [18.660, -16.208, 4.405], [18.930, -6.892, -3.220], [10.975, -7.190, -3.486], [16.711, -11.790, 1.533], [23.319, -16.450, 6.412], [14.979, -14.152, 7.259], [13.872, -4.188, 2.499], [13.431, -12.828, -0.760], [13.367, -10.573, 0.736], [21.329, -17.052, 9.662], [18.951, -16.387, 0.618], [24.382, -11.224, 12.669], [18.052, -16.616, 2.815], [18.324, -8.485, 3.931], [13.684, -5.140, -5.031], [18.823, -16.873, 7.469], [8.331, -13.813, 8.655], [23.602, -10.954, 3.113], [21.367, -8.634, 7.354], [21.681, -8.043, -0.573], [17.016, -14.196, 0.005], [22.547, -15.885, 9.224], [21.405, -6.018, 2.429], [24.982, -8.959, 3.197], [21.827, -7.283, 4.555], [12.864, -7.665, 0.621], [20.378, -18.451, 7.435], [15.660, -7.418, -2.893], [15.177, -9.008, 7.449], [21.363, -13.732, 0.172], [13.996, -15.463, 7.534], [15.012, -10.248, -2.476], [10.516, -7.699, -1.356], [20.404, -7.134, -2.589], [18.750, -7.493, 5.949], [19.074, -12.648, 6.856], [22.004, -18.469, 6.621], [17.328, -13.977, 4.233], [21.678, -13.178, 1.813], [12.402, -4.814, -3.959], [21.647, -8.884, 5.192], [9.260, -11.131, 0.112], [13.533, -3.184, 3.992], [17.977, -10.157, 9.637], [15.608, -6.676, -4.511], [19.752, -4.629, -2.589], [8.488, -13.785, -0.471], [7.638, -7.792, 6.062], [10.561, -10.788, -1.117], [22.959, -6.923, -0.966], [12.160, -8.573, -1.219], [16.710, -11.537, -3.758], [13.399, -12.051, 1.436], [12.104, -6.711, 4.171], [18.626, -14.105, 6.157], [12.487, -15.121, -1.430], [21.015, -9.958, 8.502], [10.186, -12.046, 9.342], [19.150, -3.664, 4.689], [12.931, -5.959, 0.957], [9.220, -6.263, 7.050], [10.844, -5.669, 7.235], [24.876, -7.686, 0.975], [10.923, -13.584, -3.052], [25.101, -11.899, 9.319], [10.939, -16.071, -1.146], [16.306, -10.595, 9.347], [12.146, -14.560, 9.667], [22.083, -15.767, 5.431], [10.760, -10.237, 5.515], [10.441, -14.411, 10.324], [18.465, -5.541, 1.658], [15.894, -5.731, -3.155], [9.017, -5.255, 4.381], [15.648, -5.486, 8.748], [20.801, -12.650, 9.204], [16.002, -8.522, 4.527], [22.648, -17.599, 8.763], [7.586, -9.713, 3.972], [20.620, -17.721, 5.789], [9.688, -9.134, 2.092], [17.774, -1.723, 5.006], [8.742, -13.817, 2.040], [23.346, -8.553, -0.723], [23.726, -6.163, 3.361], [13.845, -14.008, 8.704], [13.775, -4.317, -1.438], [15.370, -1.996, 5.393], [10.455, -10.060, 0.458], [10.965, -15.699, 9.393], [10.572, -5.427, 3.486], [23.403, -13.957, 6.103], [21.800, -14.764, 1.495], [19.198, -5.665, 3.239], [10.420, -5.274, -0.876], [15.734, -9.685, 3.299], [19.159, -12.873, 3.511], [16.520, -9.608, 10.595], [16.640, -4.444, 8.077], [25.154, -12.026, 11.473], [9.739, -12.600, -2.215], [14.808, -0.849, 3.586], [18.858, -1.853, 2.489], [19.665, -6.645, 8.132], [21.987, -11.090, 3.593], [8.757, -13.596, 7.074], [17.968, -4.755, 5.125], [15.705, -14.684, 0.869], [20.666, -8.710, 2.169], [12.790, -7.381, -4.796], [20.727, -16.004, 2.987], [19.886, -5.052, -0.913], [13.682, -8.400, -3.837], [9.058, -10.947, 4.013], [13.024, -8.529, 4.840], [16.650, -2.862, 0.994], [15.315, -7.260, 7.817], [23.020, -6.763, 9.109], [10.157, -14.817, 1.942], [23.151, -14.305, 7.807], [8.256, -10.412, 5.384], [23.919, -9.086, 6.764], [19.701, -14.030, 9.707], [26.042, -10.393, 7.433], [11.469, -9.984, 3.938], [21.456, -12.526, 6.951], [15.367, -3.558, 5.708], [11.141, -4.638, -2.228], [20.584, -6.607, 1.141], [24.026, -7.152, 7.834], [18.302, -5.145, 10.815], [8.877, -15.198, 7.604], [16.415, -15.175, 3.396], [10.273, -11.724, 7.632], [26.111, -9.131, 8.318], [20.016, -3.297, 2.426], [20.462, -15.788, -0.192], [13.998, -11.923, 7.111], [9.195, -15.283, -0.077], [26.339, -10.949, 9.708], [17.538, -2.766, 6.374], [25.054, -8.081, 11.063], [20.986, -8.256, 9.033], [18.861, -5.482, 7.096], [10.498, -7.447, 7.408], [10.442, -4.595, 5.041], [17.195, -9.228, 6.803], [12.766, -12.247, 9.302], [21.868, -9.419, 11.423], [12.163, -10.767, 8.840], [15.732, -12.677, -2.975], [18.759, -8.920, 7.869], [17.073, -7.587, 11.557]], "lowdin_charge": [1.1163, 1.1490, -0.1076, -0.0795, -0.0049, -0.2326, -0.2284, -0.0224, -0.0187, -0.0060, -0.3018, -0.0634, -0.2096, -0.0109, 0.0070, -0.0066, -0.3889, -0.3282, -0.1368, -0.1709, -0.1604, -0.1063, -0.2292, -0.1235, -0.0639, -0.1502, -0.1848, -0.0749, -0.0346, -0.3100, -0.4120, -0.0460, -0.0117, -0.0362, -0.2703, -0.1358, -0.1540, -0.4875, -0.0282, -0.0210, -0.0176, -0.1196, -0.4503, -0.1113, -0.0398, -0.1995, -0.1321, -0.0880, -0.1614, -0.4757, -0.0523, -0.4669, -0.2080, -0.1838, -0.2353, -0.0575, -0.0443, -0.0622, -0.4678, -0.4450, -0.1404, -0.1119, 0.0213, -0.0604, -0.0176, -0.3990, -0.0338, -0.4333, -0.1297, -0.0542, -0.1273, -0.0398, -0.4649, -0.3929, -0.1273, -0.2785, -0.4113, -0.1467, -0.1768, -0.4702, -0.0695, -0.0411, -0.0120, -0.0218, 0.0117, -0.0071, -0.1236, -0.0997, -0.1840, -0.0229, -0.0321, -0.0226, -0.0520, -0.0052, -0.0273, -0.0224, -0.1676, -0.1073, -0.2339, -0.1613, -0.1134, -0.1737, -0.0194, -0.4190, -0.1075, -0.4898, -0.0147, -0.3069, -0.0505, -0.4498, -0.4088, -0.0236, -0.0492, -0.0317, -0.4531, -0.1513, -0.1167, -0.1392, -0.0285, -0.0571, -0.4683, -0.4515, -0.0112, -0.0001, 0.0753, 0.0845, 0.0874, 0.1069, 0.1109, 0.0909, 0.1054, 0.0679, 0.0787, 0.0738, 0.0742, 0.0816, 0.0857, 0.0713, 0.0615, 0.0917, 0.0913, 0.0754, 0.0926, 0.1184, 0.1117, 0.0582, 0.0797, 0.0670, 0.0656, 0.0858, 0.0899, 0.0758, 0.0586, 0.0992, 0.0642, 0.0721, 0.0770, 0.0907, 0.0831, 0.0590, 0.0947, 0.0835, 0.1293, 0.0852, 0.0704, 0.1045, 0.0603, 0.1036, 0.0681, 0.1218, 0.0808, 0.0821, 0.0883, 0.0820, 0.0837, 0.1067, 0.0703, 0.1159, 0.0676, 0.0742, 0.0930, 0.0588, 0.0762, 0.0741, 0.0783, 0.0890, 0.0729, 0.0923, 0.1041, 0.0830, 0.0826, 0.0551, 0.0590, 0.0753, 0.0527, 0.0509, 0.1150, 0.0784, 0.0775, 0.0746, 0.0517, 0.0705, 0.0833, 0.0831, 0.1026, 0.1314, 0.0936, 0.0943, 0.0872, 0.0794, 0.0863, 0.0778, 0.0718, 0.0561, 0.0919, 0.0946, 0.0661, 0.0939, 0.1052, 0.1073, 0.1058, 0.0769, 0.0945, 0.1113, 0.1197, 0.0580, 0.1036, 0.0693, 0.0820, 0.0640, 0.1120, 0.1121, 0.0703, 0.0728, 0.0818, 0.1234, 0.0781, 0.1083, 0.0860, 0.0645, 0.0608, 0.0996, 0.0844, 0.0807, 0.0554, 0.0693, 0.0734, 0.0638, 0.0735, 0.0882, 0.0706, 0.0742, 0.0689, 0.0505, 0.1185, 0.0973, 0.0925, 0.1050, 0.0609, 0.0762, 0.1039, 0.0446, 0.0762, 0.0643, 0.1028, 0.0798, 0.0704, 0.0716, 0.0781, 0.0682, 0.0606, 0.0642, 0.0743, 0.0705, 0.0710, 0.0846, 0.0920, 0.0611, 0.0672, 0.0961, 0.0896, 0.0482, 0.1171, 0.1189, 0.0775, 0.1004, 0.0567, 0.1067, 0.0910, 0.0561, 0.0883, 0.0937, 0.0904, 0.0668, 0.0875, 0.0875, 0.1061, 0.0855, 0.0999, 0.1084, 0.0629, 0.0643, 0.0880, 0.0736, 0.0742, 0.1142, 0.0981, 0.1106, 0.0849, 0.0907, 0.1136, 0.1019, 0.1088, 0.1036, 0.0665, 0.0544, 0.1064, 0.0867, 0.0757, 0.1112, 0.0922, 0.1118, 0.1007, 0.1017, 0.0946, 0.1006], "lumo_energy_ev": -4.10, "homo_lumo_gap_ev": 2.81, "e_tot_ha": -5909.15696}